(1)
{"formula": "C31H26IrN2O2P", "method": "ωB97M-V with the def2-TZVPD basis set", "symbols": ["Ir", "P", "O", "O", "N", "N", "C", "C", "C", "C", "C", "C", "C", "C", "C", "C", "C", "C", "C", "C", "C", "C", "C", "C", "C", "C", "C", "C", "C", "C", "C", "C", "C", "C", "C", "C", "C", "H", "H", "H", "H", "H", "H", "H", "H", "H", "H", "H", "H", "H", "H", "H", "H", "H", "H", "H", "H", "H", "H", "H", "H", "H", "H"], "coordinates": [[-0.55, -18.56, 5.18], [1.12, -19.08, 3.68], [-1.51, -16.11, 0.32], [-3.02, -19.67, 3.16], [-1.54, -16.75, 4.41], [-1.42, -13.83, 0.56], [-1.52, -15.09, 1.01], [-2.45, -14.53, 4.70], [2.58, -15.20, 3.95], [-0.94, -20.02, 2.07], [-1.42, -20.65, 6.56], [-1.37, -16.50, 3.11], [-0.21, -20.85, 7.23], [0.23, -19.90, 8.14], [0.67, -20.61, -0.10], [-1.51, -20.53, 0.86], [2.44, -20.30, 4.26], [2.34, -15.76, 1.65], [3.74, -19.95, 4.52], [1.92, -17.50, 3.30], [-0.46, -18.69, 8.25], [-1.62, -18.41, 7.53], [0.44, -19.81, 2.17], [2.63, -14.82, 2.61], [-2.03, -15.76, 5.17], [1.25, -20.23, 1.11], [-0.70, -20.81, -0.22], [-1.86, -19.70, 3.20], [2.28, -16.53, 4.27], [4.66, -20.91, 4.76], [-2.11, -19.40, 6.65], [2.11, -21.79, 4.32], [4.37, -22.33, 4.81], [-2.30, -14.28, 3.34], [-1.71, -15.26, 2.54], [3.05, -22.74, 4.61], [1.95, -17.07, 1.98], [0.21, -21.85, 7.11], [2.79, -14.50, 4.77], [2.33, -15.44, 0.59], [2.89, -13.80, 2.40], [-2.70, -13.37, 2.90], [-2.82, -13.77, 5.34], [5.18, -23.08, 4.96], [-1.04, -17.26, 2.44], [-2.56, -20.80, 0.81], [-1.33, -13.02, 1.12], [2.89, -23.84, 4.68], [-1.37, -13.71, -0.48], [-2.26, -17.57, 7.68], [-3.11, -19.23, 6.18], [5.65, -20.61, 5.00], [-0.16, -17.98, 9.04], [1.26, -20.79, -1.00], [-1.89, -21.44, 5.94], [1.05, -21.96, 4.15], [1.59, -17.69, 1.16], [2.33, -20.04, 1.10], [2.31, -16.74, 5.34], [4.01, -18.91, 4.43], [-2.07, -15.97, 6.24], [-1.15, -21.18, -1.17], [1.06, -20.09, 8.84]], "e_lumo_ev": [-9.48, -12.94], "total_charge": 3, "s2": 8.784, "orbital_gap_ev": [6.6576, 4.2511], "spin_multiplicity": 6}

(2)
{"formula": "C31H26N2OPPt", "method": "ωB97M-V with the def2-TZVPD basis set", "symbols": ["Pt", "P", "O", "N", "N", "C", "C", "C", "C", "C", "C", "C", "C", "C", "C", "C", "C", "C", "C", "C", "C", "C", "C", "C", "C", "C", "C", "C", "C", "C", "C", "C", "C", "C", "C", "C", "H", "H", "H", "H", "H", "H", "H", "H", "H", "H", "H", "H", "H", "H", "H", "H", "H", "H", "H", "H", "H", "H", "H", "H", "H", "H"], "coordinates": [[0.27, -1.52, -0.60], [-1.10, 0.34, -0.79], [-0.88, -3.91, -1.56], [2.53, -1.23, -1.33], [-1.50, -2.85, -0.89], [-1.99, 1.64, -3.12], [0.25, 2.12, -2.37], [-2.56, -2.43, -1.46], [-1.80, 2.49, -4.20], [-2.86, -0.08, -0.58], [3.04, -2.58, 2.60], [-5.57, -0.60, -0.24], [-0.45, 2.64, 0.78], [4.45, 1.62, 0.08], [-0.97, 1.47, -2.19], [-0.69, 1.28, 0.71], [3.82, 0.15, 1.86], [1.08, -3.94, 2.88], [-4.74, -1.57, -0.77], [-0.06, 3.20, 1.98], [0.11, 2.41, 3.11], [2.46, -1.89, 1.53], [-0.55, 0.49, 1.85], [0.50, -3.29, 1.80], [3.80, 0.78, -0.81], [-3.72, 0.90, -0.08], [4.47, 1.29, 1.42], [3.18, -0.38, -0.37], [-5.06, 0.64, 0.10], [3.16, -0.71, 0.99], [-3.38, -1.33, -0.93], [-0.60, 3.16, -4.36], [2.37, -3.59, 3.26], [-0.14, 1.05, 3.04], [0.43, 2.97, -3.45], [1.18, -2.30, 1.10], [-2.94, -2.96, -2.34], [0.11, 4.27, 2.04], [-5.71, 1.41, 0.51], [-5.15, -2.54, -1.04], [-2.60, 2.64, -4.92], [-2.94, 1.11, -3.01], [-6.63, -0.81, -0.08], [-0.37, -4.37, -0.88], [3.80, 1.02, -1.87], [-3.32, 1.88, 0.17], [-0.76, -0.56, 1.80], [-0.57, 3.27, -0.10], [4.04, -2.31, 2.92], [2.88, -2.18, -1.27], [-0.46, 3.83, -5.21], [0.54, -4.71, 3.41], [-0.52, -3.55, 1.53], [4.95, 2.51, -0.27], [2.68, -0.88, -2.27], [2.83, -4.09, 4.10], [1.37, 3.49, -3.57], [1.05, 1.97, -1.65], [3.82, -0.08, 2.93], [4.99, 1.92, 2.13], [-0.01, 0.42, 3.92], [0.44, 2.86, 4.04]], "e_lumo_ev": [-2.75, -4.42], "total_charge": 1, "s2": 2.008, "orbital_gap_ev": [7.3735, 6.4515], "spin_multiplicity": 3}

(3)
{"formula": "C31H27BCrF2O3PS", "method": "ωB97M-V with the def2-TZVPD basis set", "symbols": ["Cr", "S", "P", "F", "F", "O", "O", "O", "C", "C", "C", "C", "C", "C", "C", "C", "C", "C", "C", "C", "C", "C", "C", "C", "C", "C", "C", "C", "C", "C", "C", "C", "C", "C", "C", "C", "C", "C", "C", "B", "H", "H", "H", "H", "H", "H", "H", "H", "H", "H", "H", "H", "H", "H", "H", "H", "H", "H", "H", "H", "H", "H", "H", "H", "H", "H", "H"], "coordinates": [[-0.01, 0.03, -0.13], [-0.78, 1.98, 2.24], [1.68, 0.82, -1.50], [2.57, -0.86, 0.85], [0.83, -1.92, 1.89], [0.86, -1.78, -0.53], [1.70, -3.72, -1.23], [-0.19, 1.85, 0.86], [4.68, 3.50, 0.75], [-0.01, 2.79, -2.43], [-2.32, -0.29, 0.92], [-2.74, 0.79, 0.14], [-0.70, 3.54, -3.36], [5.10, 2.29, 0.23], [-1.94, -0.80, -1.27], [4.24, 1.50, -0.51], [3.64, 0.13, -3.29], [0.09, 0.39, 4.33], [0.88, 1.79, -2.83], [-1.83, -1.29, 0.05], [2.78, 0.73, 3.74], [2.39, -0.10, 4.78], [0.49, 1.22, 3.29], [-0.56, 3.25, -4.71], [4.36, -2.07, -3.90], [3.44, -2.60, -3.03], [1.83, 1.39, 2.99], [2.94, 1.93, -0.77], [1.05, -0.27, 5.08], [2.59, -1.79, -2.26], [3.38, 3.93, 0.51], [0.25, 2.21, -5.11], [2.70, -0.39, -2.40], [-0.37, 3.75, 2.60], [4.46, -0.69, -4.04], [2.52, 3.16, -0.24], [0.97, 1.48, -4.18], [-2.48, 0.49, -1.21], [1.70, -2.51, -1.33], [1.24, -1.25, 0.78], [-0.96, 0.26, 4.54], [-0.84, 4.33, 1.82], [5.00, -2.73, -4.47], [6.10, 1.95, 0.42], [-1.62, -2.31, 0.33], [-0.19, 2.95, -1.37], [5.34, 4.11, 1.34], [-1.35, 4.33, -3.04], [1.51, 3.50, -0.40], [-0.76, 4.04, 3.57], [3.35, -3.67, -2.90], [0.74, -0.93, 5.87], [-3.19, 1.71, 0.50], [-1.73, -1.35, -2.17], [-2.69, 1.13, -2.05], [4.58, 0.54, -0.87], [3.82, 0.84, 3.49], [0.70, 3.88, 2.56], [0.32, 1.95, -6.16], [1.60, 0.66, -4.51], [2.12, 2.00, 2.15], [-1.11, 3.83, -5.44], [3.73, 1.21, -3.38], [-2.46, -0.40, 1.99], [5.19, -0.26, -4.72], [3.03, 4.87, 0.91], [3.14, -0.62, 5.36]], "e_lumo_ev": [0.04, 0.03], "total_charge": 0, "s2": 0.805, "orbital_gap_ev": [7.2264, 6.7347], "spin_multiplicity": 2}

Here are the calculated E numbers, same order: -51740.192; -50124.416; -93385.675 (eV).
Here are the calculated ΔE to the lowest compared entry with this formula, charge and spin numbers, same order: 81.6; 0.0; 160.8 (kJ/mol).
Here are the calculated max |F| numbers, same order: 2.43; 0.77; 2.25 (eV/Å).